Entry 1:
Computed, not measured: a structure of composition C15H12CeNO7P2 at a distorted geometry, with ωB97M-V/def2-TZVPD.

Last column: Mulliken charge in e.
Positions of all 38 atoms, in Å:
Ce -0.226 0.899 0.204  0.9008
C 4.459 -0.059 -0.386  -0.7744
C 4.884 -0.067 0.933  -0.7307
C 3.949 -0.029 1.953  -0.7763
C 2.587 0.022 1.667  0.6791
C 2.132 0.087 0.321  0.1468
C 3.105 0.024 -0.674  -0.2484
C 1.601 0.012 2.776  1.2396
C 1.964 0.030 4.142  -0.6357
C 1.004 0.045 5.112  -0.9494
C -0.365 0.034 4.766  1.1799
C -1.421 0.063 5.702  -0.8568
C -2.720 0.039 5.278  -0.5953
C -3.022 -0.027 3.904  -0.9424
C -2.016 -0.064 2.978  -0.9494
C -0.667 -0.020 3.390  0.5655
N 0.314 -0.035 2.441  -0.3697
H 5.177 -0.109 -1.193  0.4067
H 5.939 -0.105 1.170  0.4327
H 4.299 -0.053 2.974  0.3559
H 2.802 0.040 -1.717  0.3948
H 3.001 0.044 4.434  0.3345
H 1.291 0.068 6.156  0.4631
H -1.184 0.106 6.757  0.4391
H -3.530 0.060 5.995  0.4079
H -4.051 -0.059 3.573  0.5052
H -2.252 -0.164 1.922  0.7311
O -3.262 1.834 -1.822  -0.4785
P -3.016 1.026 -0.463  1.0627
O -4.232 0.570 0.189  -0.6150
O -1.885 0.024 -0.736  -0.3850
O -2.298 2.202 0.481  -0.2152
P -1.175 3.369 0.083  1.1019
O -0.638 2.734 -1.372  -0.4377
O -1.728 4.696 -0.059  -0.7466
O -0.038 2.949 0.998  -0.3703
H -4.225 1.901 -1.963  0.3744
H -1.212 3.100 -2.073  0.3551

Values from the calculation:
- Orbital gap (spin up / spin down): 6.32 / 6.42 eV
- Energy above the lowest of the compared OMol25 structures with the same formula, charge and spin: 55.6 kJ/mol
- Charge: +1
- Highest occupied orbital energy (spin up / spin down): -12.095 / -12.097 eV

Entry 2:
Computed, not measured: a structure of composition C2H2OS at a distorted geometry, with ωB97M-V/def2-TZVPD.

Last column: natural (NBO) charge in e.
Positions of all 6 atoms, in Å:
C 1.751 0.591 0.161  0.4078
C 0.514 -0.150 0.127  -0.6005
O 2.398 1.598 -0.029  -0.4857
S 1.964 -1.071 -0.113  0.2054
H -0.065 -0.165 1.057  0.2455
H -0.125 0.127 -1.026  0.2274

Values from the calculation:
- Orbital gap: 9.92 eV
- Energy above the lowest of the compared OMol25 structures with the same formula, charge and spin: 93.8 kJ/mol
- Highest occupied orbital energy: -9.768 eV

Entry 3:
Computed, not measured: a cluster of 2 separate species, C4H2BrF2O2 in total at a distorted geometry, with ωB97M-V/def2-TZVPD.

Last column: natural (NBO) charge in e.
Positions of all 11 atoms, in Å:
C 1.107 -1.305 0.650  0.7043
C -1.139 0.377 0.358  -0.5495
C 0.147 -0.359 -0.028  0.1890
C 0.039 1.077 -0.218  0.5937
O 1.432 -0.632 1.615  -0.6515
O 1.329 -2.354 0.196  -0.6242
F 0.909 1.877 0.359  -0.3057
F -0.131 1.633 -1.411  -0.3191
Br -0.289 -1.393 -2.519  -0.5429
H -1.894 0.362 -0.365  0.2647
H -1.510 0.717 1.363  0.2412

Values from the calculation:
- Orbital gap (spin up / spin down): 7.54 / 7.55 eV
- Energy above the lowest of the compared OMol25 structures with the same formula, charge and spin: 91.7 kJ/mol
- Charge: -1
- Highest occupied orbital energy (spin up / spin down): -5.044 / -5.044 eV

Entry 4:
Computed, not measured: an isolated molecule of C3H5NO3 at a distorted geometry, with ωB97M-V/def2-TZVPD.

Last column: natural (NBO) charge in e.
Positions of all 12 atoms, in Å:
O 1.565 -2.066 -0.034  -0.4973
C 1.613 -0.886 0.156  0.4386
C 0.748 0.115 -0.657  -0.3257
N -0.666 -0.185 -0.585  -0.6246
C -1.521 0.382 0.303  0.8759
O -0.885 1.248 1.138  -0.7087
O -2.707 0.165 0.345  -0.6331
H 2.359 -0.391 0.810  0.1042
H 1.020 -0.133 -1.682  0.2268
H 1.036 1.110 -0.328  0.2205
H -1.066 -0.696 -1.352  0.4182
H -1.494 1.335 1.885  0.5051

Values from the calculation:
- Orbital gap: 10.22 eV
- Energy above the lowest of the compared OMol25 structures with the same formula, charge and spin: 97.2 kJ/mol
- SMILES: O=CCNC(=O)O
- Highest occupied orbital energy: -9.743 eV

Entry 5:
Computed, not measured: a structure of composition C22H31Br3Cl2F3MgN2O8 at a distorted geometry, with ωB97M-V/def2-TZVPD.

Last column: Mulliken charge in e.
Positions of all 72 atoms, in Å:
C -1.434 2.923 -3.217  -1.0011
C -0.048 2.646 -3.768  -0.2858
O 0.822 2.007 -2.824  -0.2736
C 0.193 0.967 -2.179  -1.7954
C 1.185 -0.075 -1.657  0.2649
C 1.448 -0.296 -0.295  0.5366
C 0.776 0.537 0.785  -1.3208
C 0.943 2.063 0.702  -1.0964
C 2.357 2.603 0.831  0.5415
F 2.241 3.945 1.012  -0.3104
Br 3.360 2.402 -0.831  -0.0449
C 3.192 2.085 2.042  0.3058
F 3.857 0.968 1.693  -0.1164
F 4.120 3.005 2.321  -0.2494
Br 2.172 1.824 3.651  -0.0479
C 2.335 -1.322 0.053  1.0305
C 2.579 -1.705 1.491  -0.3213
O 1.659 -1.908 2.219  -0.5074
O 3.842 -1.841 1.886  -0.1183
C 2.983 -2.060 -0.949  0.5850
Cl 4.088 -3.317 -0.645  -0.1159
C 2.727 -1.753 -2.272  -0.4767
N 1.841 -0.804 -2.591  -0.0253
Br 1.551 -0.558 -4.415  0.1767
H -1.924 3.662 -3.838  0.5200
H -2.098 2.020 -3.248  0.0340
H -1.399 3.285 -2.189  0.2585
H 0.414 3.595 -4.016  0.4750
H -0.146 2.077 -4.697  0.2143
H -0.483 0.469 -2.933  0.8171
H -0.477 1.293 -1.382  0.6185
H 1.076 0.134 1.739  0.4919
H -0.297 0.341 0.705  0.3895
H 0.381 2.486 1.532  0.6911
H 0.530 2.508 -0.195  0.2164
H 3.812 -2.530 2.571  0.2914
H 3.232 -2.291 -3.057  0.4418
Cl -4.017 2.051 -4.298  -0.4611
Mg -1.355 -1.050 -1.989  0.6313
C -7.378 -2.676 -0.137  -0.6217
O -7.973 -1.408 0.071  -0.3762
C -7.217 -0.569 0.899  -0.2592
C -6.416 0.455 0.090  -0.5928
O -5.443 -0.193 -0.684  -0.2241
C -5.780 -0.348 -2.043  -0.4814
H -7.884 -3.149 -0.976  0.2631
H -6.310 -2.584 -0.360  0.2621
H -7.502 -3.302 0.751  0.3275
H -6.548 -1.143 1.540  0.2608
H -7.914 -0.022 1.542  0.4370
H -5.899 1.106 0.800  0.4131
H -7.071 1.069 -0.531  0.3232
H -5.638 0.606 -2.570  0.1295
H -6.809 -0.690 -2.188  0.3535
H -5.097 -1.082 -2.469  0.1874
C -6.193 -1.397 4.275  0.8275
O -6.492 -0.288 3.753  -0.5469
O -6.227 -1.435 5.641  -0.4674
O -5.878 -2.412 3.656  -0.5234
H -6.501 -0.525 5.844  0.3180
C 7.014 0.161 0.589  -1.0110
C 6.951 -1.002 1.564  0.0207
C 8.318 -1.433 2.106  -0.5615
C 9.185 -1.871 1.012  0.2019
N 9.840 -2.211 0.137  -0.4038
H 7.578 -0.075 -0.314  0.4245
H 5.994 0.409 0.298  0.0783
H 7.464 1.043 1.047  0.3314
H 6.471 -1.849 1.069  0.1159
H 6.311 -0.711 2.399  0.1868
H 8.208 -2.256 2.812  0.3174
H 8.802 -0.606 2.629  0.3257

Values from the calculation:
- Orbital gap: 2.08 eV
- Charge: +1
- Highest occupied orbital energy: -10.182 eV

Entry 6:
Computed, not measured: a structure of composition C3H4FO3Pd at a distorted geometry, with ωB97M-V/def2-TZVPD.

Last column: natural (NBO) charge in e.
Positions of all 12 atoms, in Å:
C 1.028 -0.170 0.768  -0.6696
C 1.154 0.025 -0.572  0.3918
H 0.863 0.724 1.374  0.2246
H 0.626 -1.118 1.134  0.2170
F 1.242 -1.065 -1.386  -0.3533
H 1.712 0.865 -0.998  0.1698
Pd 3.949 -0.320 0.920  -0.0819
O -2.366 0.784 0.524  -0.7511
C -1.861 0.161 -0.590  0.9518
O -2.365 -0.916 -0.934  -0.7792
O -0.855 0.753 -1.068  -0.7877
H -3.128 0.277 0.828  0.4679

Values from the calculation:
- Orbital gap (spin up / spin down): 6.84 / 6.95 eV
- Energy above the lowest of the compared OMol25 structures with the same formula, charge and spin: 0.0 kJ/mol
- Expectation value of S²: 2.0036
- Multiplicity: 3
- Charge: -1
- Highest occupied orbital energy (spin up / spin down): -3.253 / -4.803 eV